[1]
49
Properties=species:S:1:pos:R:3:forces:R:3:mulliken_charge:R:1 method="wB97M-V/def2-TZVPD" de_lowest_kcal_mol=6.6 smiles="O=C(CCC1CCN(C(=O)c2cccc(Cl)c2F)CC1)Nc1ccccc1"
O -1.11190 -2.69800 0.85581 0.096 -0.108 0.275 -0.658
C -1.34759 -2.11596 -0.18040 -0.298 0.130 -0.437 0.299
C -2.76922 -1.83146 -0.65366 -0.103 -0.123 0.359 -0.299
C -3.75784 -1.63751 0.49957 -0.001 0.104 0.065 -1.531
C -3.93279 -0.22136 1.07617 -0.169 -0.142 -0.070 0.445
C -4.49409 0.79432 0.06754 0.072 -0.026 0.179 -1.002
C -3.46138 1.42277 -0.87286 -0.301 -0.022 -0.467 -0.886
N -2.14490 1.51597 -0.26391 -0.186 -0.060 -0.063 0.346
C -1.06239 1.32941 -1.03081 0.155 -0.010 0.099 0.139
O -1.14843 0.98760 -2.20597 0.054 0.044 -0.354 -0.703
C 0.30599 1.65371 -0.49256 0.252 -0.143 0.141 1.059
C 1.02484 2.60450 -1.21515 -0.020 -0.059 0.081 -0.998
C 2.33764 2.89736 -0.90158 -0.019 0.029 -0.042 -0.872
C 2.97671 2.22956 0.12860 -0.143 -0.144 0.078 -0.318
C 2.28688 1.27124 0.85128 -0.126 0.020 -0.095 0.116
Cl 3.05503 0.40792 2.12726 0.028 0.035 0.134 -0.175
C 0.96011 0.99169 0.53766 0.033 0.177 0.034 0.404
F 0.32242 0.05615 1.25729 0.012 0.159 -0.105 -0.462
C -2.18461 1.64424 1.17027 0.152 -0.145 0.517 -1.069
C -2.66735 0.32034 1.77468 -0.004 0.188 0.021 -0.582
N -0.40751 -1.70186 -1.07474 0.009 0.174 -0.333 -0.095
C 0.98602 -1.73813 -0.96111 0.385 -0.164 0.070 0.166
C 1.64979 -2.44442 0.03712 -0.123 -0.111 0.105 -0.239
C 3.03068 -2.40163 0.10211 0.078 0.024 -0.129 -0.724
C 3.76194 -1.66609 -0.81489 0.153 -0.026 0.032 -0.515
C 3.10170 -0.96957 -1.81389 0.019 -0.016 -0.021 -0.633
C 1.72368 -1.00657 -1.89155 -0.093 -0.055 -0.032 -0.218
H -3.07015 -2.72480 -1.21031 0.042 0.058 -0.053 0.428
H -2.77972 -0.99813 -1.34871 0.023 0.029 -0.152 0.287
H -4.74406 -1.97516 0.17133 0.005 -0.040 0.019 0.486
H -3.43749 -2.29499 1.31180 -0.083 -0.059 -0.044 0.429
H -4.71193 -0.33662 1.83921 0.082 0.022 -0.080 0.402
H -4.97624 1.59189 0.63716 -0.059 -0.013 -0.038 0.439
H -5.26980 0.31660 -0.53253 -0.072 0.066 -0.005 0.364
H -3.36284 0.86730 -1.80691 -0.027 0.125 0.163 0.581
H -3.78736 2.43776 -1.13860 0.029 -0.110 -0.048 0.324
H 0.53427 3.10126 -2.03792 -0.039 0.019 -0.090 0.500
H 2.87354 3.64087 -1.47033 0.051 0.074 -0.050 0.404
H 4.00558 2.43785 0.37307 0.110 -0.004 0.055 0.488
H -1.20214 1.90964 1.55866 -0.086 0.050 -0.038 0.564
H -2.87575 2.45599 1.42106 0.095 0.007 0.004 0.454
H -2.85883 0.48006 2.83613 0.022 -0.043 0.067 0.318
H -1.87333 -0.41842 1.69782 0.062 0.060 0.086 0.160
H -0.73059 -1.16143 -1.86900 -0.120 -0.046 0.209 0.342
H 1.08181 -3.00156 0.76265 -0.022 -0.014 0.015 0.472
H 3.53906 -2.94700 0.88375 0.026 -0.035 0.069 0.399
H 4.83948 -1.63344 -0.75167 0.090 0.001 0.008 0.409
H 3.66126 -0.39109 -2.53448 0.034 0.046 -0.067 0.416
H 1.20571 -0.45293 -2.66209 -0.076 0.079 -0.072 0.342



[2]
Here is C27H40AuClN5O6P as an isolated structure in a non-equilibrium geometry from the OMol25 dataset. Energies are from wB97M-V/def2-TZVPD.

```
81
Properties=species:S:1:pos:R:3:forces:R:3:mulliken_charge:R:1
Au -1.76077 0.64895 1.79426 0.512 0.313 0.543 0.367
O 2.48617 3.73249 4.88529 0.413 -0.027 0.986 -0.555
C 1.88053 2.80957 5.60063 0.241 0.749 -0.071 0.185
O 1.99913 2.72631 6.79352 0.297 -0.255 0.604 -0.596
C 0.98092 1.89786 4.88292 -0.925 -0.281 -0.525 0.373
C 0.42711 0.75751 5.46607 0.304 0.743 -0.633 0.386
Cl 0.76361 -0.08514 6.88189 0.065 0.007 0.351 -0.138
N -0.48224 0.28170 4.61581 -0.523 -1.187 -0.076 0.464
N -0.54546 1.02014 3.49654 -0.295 0.649 -0.584 -0.485
C 0.30319 2.04786 3.62924 0.065 -1.388 1.179 0.326
C 0.37736 3.09797 2.54601 0.089 0.325 -0.235 0.555
O 1.32949 3.90407 2.64827 -0.129 -0.089 -0.174 -0.867
O -0.51485 3.04468 1.68715 0.202 -0.012 -0.122 -0.555
C -1.42416 -0.80312 4.80136 0.054 0.804 -0.231 -0.194
C -1.29381 -1.91645 3.98749 0.729 -0.039 0.304 -0.045
C -2.33029 -2.82491 3.97001 -0.130 -0.938 -0.979 -0.712
C -3.48280 -2.54642 4.67096 -0.807 0.030 0.932 -0.313
C -3.60349 -1.43507 5.51114 -0.448 0.352 0.169 -0.696
C -2.54500 -0.54065 5.60007 0.236 -0.278 -1.146 -0.148
H 2.07350 3.80134 3.99132 -0.176 0.125 -1.094 0.448
H -0.37492 -2.09094 3.41120 -0.497 0.266 0.216 0.426
H -2.26841 -3.72182 3.31036 -0.079 0.801 0.701 0.345
H -4.35045 -3.18979 4.63245 0.097 -0.255 -0.238 0.409
H -4.57142 -1.21311 6.02179 1.020 -0.334 -0.422 0.328
H -2.61510 0.42922 6.06856 -0.035 -0.083 0.353 0.455
O -0.62314 -0.53073 -1.19446 0.013 -0.275 0.159 -0.328
P 0.64184 -0.37793 -1.94259 0.969 0.652 -0.685 -1.490
N 1.58312 -1.73962 -1.88668 -0.390 0.903 -0.333 0.969
C 2.74548 -1.84793 -2.75836 -0.007 -0.210 0.024 -0.172
C 3.22312 -3.28777 -2.48899 -0.443 -0.166 -1.124 -0.805
C 1.90432 -4.00141 -2.15894 -0.746 1.584 -0.085 -0.713
C 1.32392 -2.96051 -1.20117 -0.478 -0.522 1.298 -0.337
N 0.33964 0.02839 -3.54552 -0.065 -0.099 -0.316 0.518
C -0.73797 -0.59447 -4.36478 -0.793 -0.246 1.213 -0.355
C -0.55295 -0.05980 -5.79794 -0.935 -0.103 -0.582 -0.584
C 0.94023 0.23520 -5.87026 -0.331 -0.962 0.400 -0.801
C 1.23925 0.73471 -4.45453 -0.498 0.947 -0.438 -0.745
N 1.79031 0.75712 -1.47197 -0.481 -0.635 -0.095 0.540
C 1.66548 2.19692 -1.69756 -0.971 0.713 0.401 -0.014
C 2.77921 2.85653 -0.85648 -0.241 -1.032 0.640 -0.637
C 3.55793 1.67414 -0.22543 -0.109 -0.057 0.010 -0.857
C 2.56706 0.50286 -0.22609 -0.448 0.601 -0.660 -0.198
H 3.46277 -1.07513 -2.45570 0.171 -0.183 -0.496 0.238
H 2.42090 -1.72815 -3.81400 0.440 0.086 0.426 -0.012
H 3.92874 -3.30732 -1.67068 0.088 -0.141 0.335 0.355
H 3.68663 -3.73337 -3.36679 0.248 0.105 -0.019 0.379
H 1.97093 -4.97046 -1.72930 0.198 -0.891 0.204 0.442
H 1.21558 -3.97536 -3.03348 0.643 -0.419 0.278 0.228
H 1.87859 -3.01732 -0.22417 -0.387 0.051 -0.509 0.185
H 0.24805 -2.98961 -0.97431 0.297 -0.430 -0.091 0.062
H -1.74258 -0.42693 -3.86648 1.006 0.087 -0.837 -0.006
H -0.59998 -1.67880 -4.35085 0.005 -0.162 -0.118 0.262
H -1.12655 0.87526 -5.96331 0.158 -0.526 0.174 0.303
H -0.87293 -0.81459 -6.58563 0.254 0.930 1.053 0.346
H 1.21368 0.92279 -6.65479 0.057 0.381 -0.100 0.410
H 1.41052 -0.72516 -6.11480 0.393 0.174 0.342 0.277
H 0.97790 1.81260 -4.41216 0.331 -0.370 -0.229 0.413
H 2.26528 0.61961 -4.18566 0.764 -0.036 0.288 0.480
H 0.66528 2.60919 -1.34344 0.986 -0.537 -0.508 0.020
H 1.78169 2.39197 -2.76145 -0.079 0.219 0.155 0.035
H 2.32026 3.42451 -0.05304 -0.019 0.198 0.041 0.211
H 3.43627 3.50566 -1.40628 0.149 0.261 -0.371 0.385
H 3.84739 1.92337 0.78591 0.144 0.022 0.297 0.427
H 4.47055 1.44954 -0.76967 0.023 -0.151 -0.255 0.311
H 1.90806 0.63128 0.63782 -0.036 -0.265 0.156 -0.014
H 2.95929 -0.52469 -0.25541 0.122 0.501 0.151 0.334
C -2.95870 -1.97332 0.49498 0.431 -0.528 -0.729 -1.373
C -3.42564 -0.84590 -0.42278 0.335 -0.304 1.046 0.065
O -3.00065 0.43877 0.10546 -0.533 -0.158 -0.689 -0.379
C -2.93700 1.46176 -0.93661 0.121 0.567 -0.069 0.324
C -3.11729 2.81982 -0.28837 0.145 -0.288 0.834 -0.758
H -3.32278 -2.95139 0.08478 0.234 0.786 0.340 0.461
H -3.30734 -1.87482 1.51950 -0.236 0.121 0.027 0.407
H -1.84484 -2.01285 0.51915 -0.731 0.119 -0.144 0.101
H -4.49935 -0.82001 -0.53795 -0.515 0.083 0.279 0.500
H -3.02742 -0.97399 -1.40484 0.648 -0.014 -0.587 0.052
H -3.74261 1.28863 -1.65889 0.100 -0.314 0.156 0.471
H -1.96271 1.35850 -1.42745 -0.242 -0.039 0.049 -0.305
H -4.12798 2.92136 0.12391 0.125 0.045 -0.190 0.316
H -2.88163 3.67999 -0.91799 -0.086 -0.319 -0.239 0.374
H -2.41506 2.86663 0.55219 -0.072 0.250 -0.083 -0.076
```
Positions in Å, forces in eV/Å.



Number 1: DFT total energy -1633.5359 hartree. Number 2: DFT total energy -2715.3703 hartree.